ORCA calculation (ωB97M-V/def2-TZVPD) on 4 unconnected molecules or ions with the total composition C44H34NO8P2S.

Net charge: -1
HOMO-LUMO gap (eV): 3.799
HOMO level (eV): -3.9
Energy (hartree): -3434.700924

Each line ends with the Mulliken charge.
CARTESIAN COORDINATES (ANGSTROEM)
S -1.188 3.531 -11.709  -0.508
P -3.082 2.248 -9.113  -0.323
P -1.208 3.137 -9.799  0.105
O -2.014 1.026 -8.397  -0.204
O -1.976 -0.726 -4.900  -0.693
O -3.438 1.300 -10.541  -0.425
O 0.439 -1.417 6.625  -0.687
O -1.207 0.253 0.292  -0.603
O 3.496 1.067 0.140  -0.704
O 4.697 -3.196 3.120  -0.696
O -2.557 2.264 9.071  -0.687
N -1.271 -1.169 -8.585  -0.868
C -1.040 1.048 -1.911  0.709
C -0.542 2.292 -1.500  -0.587
C -2.558 -3.554 -0.818  -0.740
C -0.910 0.412 5.000  -0.405
C 0.660 -2.164 2.693  -1.334
C 3.769 0.073 0.801  0.355
C -2.857 -0.082 -10.533  -0.264
C -1.026 0.581 10.697  -0.547
C -1.842 -1.302 -1.349  0.414
C -0.264 -0.315 11.451  -0.446
C -0.883 1.757 -4.219  -0.636
C -2.081 -2.308 -0.406  -0.292
C -1.848 1.437 8.510  0.630
C -2.468 2.256 4.882  -0.755
C -1.795 1.375 7.035  0.260
C -0.224 -0.553 7.187  0.440
C -0.262 -0.479 8.661  0.122
C 0.490 -1.386 9.420  -0.480
C 6.817 -1.896 1.845  -0.562
C 3.014 -1.819 2.237  0.266
C 1.991 -2.561 2.839  -0.924
C 6.182 0.294 0.234  -0.474
C -0.990 0.431 6.397  0.031
C 1.368 -0.282 1.351  -0.666
C 7.827 -1.214 1.164  -0.433
C 7.509 -0.125 0.354  -0.478
C -1.354 0.018 -0.902  0.458
C 0.350 -1.020 1.958  -0.169
C 4.419 -2.236 2.411  0.630
C 0.487 -1.302 10.813  -0.482
C -1.644 1.328 4.245  -0.196
C -2.069 -1.549 -2.702  0.255
C -2.544 2.283 6.275  -0.634
C -1.029 0.495 9.299  0.124
C -0.211 3.260 -2.449  -0.686
C -0.373 2.990 -3.807  -0.712
C -1.773 -0.511 -3.711  0.226
C -2.808 -3.792 -2.169  -0.507
C -2.564 -2.793 -3.112  -0.610
C 5.167 -0.385 0.921  0.220
C -1.222 0.785 -3.268  0.266
C -1.658 0.031 -9.420  0.059
C 5.484 -1.486 1.716  0.127
C 2.702 -0.689 1.481  0.299
H -3.597 -0.971 -10.359  0.225
H -3.017 2.869 -7.786  0.011
H -0.408 2.508 -0.441  0.419
H 1.082 -2.155 8.928  0.455
H -1.805 -1.065 -7.673  0.290
H -1.020 4.362 -9.014  0.049
H -0.685 -0.705 1.852  1.245
H -3.890 3.397 -9.507  0.076
H -3.189 -4.760 -2.489  0.384
H -3.047 2.964 4.293  0.404
H -0.134 -2.746 3.155  0.447
H 0.179 4.224 -2.128  0.388
H -0.106 3.741 -4.547  0.437
H 7.073 -2.749 2.473  0.447
H -0.710 0.189 -10.088  0.237
H -0.036 2.304 -9.501  -0.008
H -2.736 -4.337 -0.084  0.420
H -1.575 1.316 3.159  0.659
H -1.893 -2.127 0.651  0.330
H -2.757 -2.989 -4.166  0.507
H 1.074 -2.004 11.400  0.391
H 8.861 -1.536 1.263  0.385
H -4.332 1.675 -8.601  0.056
H -3.185 3.013 6.766  0.452
H 5.942 1.148 -0.398  0.455
H 1.118 0.607 0.774  0.684
H 2.225 -3.452 3.419  0.450
H -0.274 -0.313 4.495  0.526
H -1.010 1.555 -5.281  0.845
H -0.259 -0.243 12.536  0.392
H 8.294 0.401 -0.185  0.385
H -2.397 -0.157 -11.628  0.217
H -0.266 -0.975 -8.297  0.313
H -1.612 1.346 11.203  0.445

ORCA calculation (ωB97M-V/def2-TZVPD) on a molecular structure, C19H20BN8Rb.

Net charge: +1
HOMO-LUMO gap (spin up / spin down) (eV): 9.280 / 5.379
Multiplicity: 2
Expectation value of S²: 0.77
HOMO level (spin up / spin down) (eV): -11.7 / -11.7
Energy above the lowest of the compared OMol25 structures with the same formula, charge and spin (eV): 0.000
Energy (hartree): -1222.788403

Each line ends with the natural charge from an NBO analysis.
CARTESIAN COORDINATES (ANGSTROEM)
Rb -0.043 1.677 0.971  0.969
N -0.015 0.507 -1.860  -0.383
N -1.148 0.056 -1.330  -0.299
N 1.129 -1.575 -0.940  -0.372
N 0.492 -2.683 -1.337  -0.273
N 1.502 -1.012 -3.177  -0.337
N 2.626 -1.724 -3.393  -0.124
N 2.529 0.462 -1.431  -0.416
N 2.318 1.567 -0.672  -0.349
C 0.420 -3.439 -0.250  -0.034
C -1.253 0.678 4.616  -0.214
C -1.531 2.026 -2.396  -0.347
C 3.857 0.056 -1.459  -0.009
C -3.509 0.549 3.164  -0.228
C -3.773 3.006 2.988  -0.631
C 2.358 -2.793 -4.143  -0.072
C -1.788 -0.592 4.313  -0.218
C 3.489 1.893 -0.202  -0.041
C -2.984 1.767 3.430  -0.011
C -1.830 1.840 4.225  -0.267
C 0.965 -2.786 -4.560  -0.068
C -0.186 1.727 -2.417  -0.053
C 0.514 -1.559 -3.851  0.195
C 1.447 -1.595 0.351  -0.056
C -2.972 -0.638 3.621  -0.188
C -2.098 0.969 -1.591  -0.089
C 1.070 -2.818 0.833  -0.331
C 4.484 0.965 -0.608  -0.327
B 1.320 -0.303 -1.783  0.945
H 2.090 -0.818 0.795  0.223
H -4.354 0.508 2.557  0.211
H -0.436 -1.052 -4.054  0.253
H -1.940 2.973 -2.695  0.241
H -0.319 0.592 5.217  0.218
H -3.284 3.502 2.144  0.205
H -1.508 2.774 4.660  0.225
H -0.009 -4.465 -0.401  0.225
H -4.798 2.775 2.738  0.227
H 3.578 2.722 0.484  0.212
H 1.150 -3.176 1.833  0.235
H 0.677 2.302 -2.687  0.239
H 3.226 -3.321 -4.522  0.248
H 0.432 -3.463 -5.243  0.260
H -3.164 0.940 -1.287  0.231
H -3.834 3.742 3.788  0.229
H 5.543 1.045 -0.358  0.244
H -1.218 -1.414 4.687  0.221
H -3.286 -1.616 3.262  0.226
H 4.066 -0.781 -2.031  0.253

ORCA calculation (ωB97M-V/def2-TZVPD) on a molecular structure, C6H12N2O.

HOMO-LUMO gap (eV): 10.125
HOMO level (eV): -9.3
Energy above the lowest of the compared OMol25 structures with the same formula, charge and spin (eV): 2.962
Energy (hartree): -420.475037

Each line ends with the natural charge from an NBO analysis.
CARTESIAN COORDINATES (ANGSTROEM)
O 2.324 1.170 -1.170  -0.666
N 0.025 -0.880 -1.258  -0.576
N 3.125 -0.003 0.338  -0.860
C -0.256 -0.368 0.081  0.094
C 0.145 -1.784 -0.110  -0.260
C -1.707 -0.091 0.442  -0.402
C 2.070 0.739 0.008  0.656
C 0.715 0.667 0.643  -0.495
C -2.304 1.129 -0.256  -0.613
H -1.888 2.069 0.131  0.206
H 3.564 0.292 -0.852  0.488
H 0.274 1.666 0.531  0.243
H -3.391 1.162 -0.100  0.216
H -0.625 -2.548 0.027  0.193
H 0.849 0.454 1.715  0.221
H -0.836 -1.053 -1.772  0.351
H 1.160 -2.110 0.120  0.197
H 2.956 -0.651 1.098  0.380
H -2.117 1.095 -1.339  0.211
H -1.782 0.027 1.534  0.209
H -2.302 -0.982 0.188  0.205

ORCA calculation (ωB97M-V/def2-TZVPD) on a molecular structure, C12H8S4Tc.

HOMO-LUMO gap (spin up / spin down) (eV): 5.645 / 5.911
Multiplicity: 2
Expectation value of S²: 0.77
HOMO level (spin up / spin down) (eV): -8.2 / -8.0
Energy (hartree): -2135.645955

Each line ends with the natural charge from an NBO analysis.
CARTESIAN COORDINATES (ANGSTROEM)
Tc 0.000 -0.918 -0.918  0.313
S -2.261 -1.302 -1.233  -0.057
S 2.261 -1.233 -1.302  -0.057
S -0.216 -1.368 1.192  0.220
S 0.216 1.192 -1.368  0.220
C -4.660 -1.762 1.996  -0.190
C 4.203 0.688 -1.656  -0.214
C -3.769 -1.721 3.060  -0.218
C -2.845 -1.526 0.432  -0.158
C 2.409 2.812 -1.586  -0.185
C -4.203 -1.657 0.688  -0.214
C -2.409 -1.586 2.812  -0.185
C 4.660 1.996 -1.762  -0.190
C 1.960 1.501 -1.499  -0.241
C 2.845 0.433 -1.526  -0.158
C -1.960 -1.499 1.501  -0.241
C 3.769 3.060 -1.721  -0.218
H 1.698 3.628 -1.540  0.223
H 4.900 -0.140 -1.666  0.225
H -1.698 -1.540 3.628  0.223
H 5.721 2.181 -1.867  0.219
H -4.129 -1.786 4.078  0.219
H -5.721 -1.867 2.181  0.219
H -4.900 -1.666 -0.140  0.225
H 4.129 4.078 -1.786  0.219

ORCA calculation (ωB97M-V/def2-TZVPD) on 28 unconnected molecules or ions with the total composition C16H88O28.

HOMO-LUMO gap (eV): 8.022
HOMO level (eV): -8.7
Energy (hartree): -2769.014301

Each line ends with the Mulliken charge.
CARTESIAN COORDINATES (ANGSTROEM)
O -1.389 -2.059 -2.756  -0.547
O -1.100 3.616 -4.935  -0.642
O 1.990 4.125 1.903  -0.455
O -1.519 1.145 -5.942  -0.646
O -4.571 0.895 -1.956  -0.690
O -2.592 0.171 -3.651  -0.721
O -0.947 3.963 1.453  -0.810
O -3.915 0.595 5.088  -0.532
O -1.211 -4.771 -1.700  -0.788
O -3.583 -1.732 -1.209  -0.513
O 6.428 4.051 -1.501  -0.544
O -0.764 6.649 1.330  -0.673
O -1.500 -2.993 2.842  -0.750
O 2.122 -1.834 -4.707  -0.612
O -0.712 3.795 -1.104  -0.436
O -0.388 -5.676 -4.187  -0.727
O -0.358 -3.193 -4.897  -0.831
O 0.454 2.337 -3.128  -0.570
O -0.440 -4.859 0.982  -0.558
O -3.264 -5.923 0.295  -0.659
O 0.955 2.084 5.983  -0.651
O 5.022 -3.081 0.290  -0.530
O 2.162 -5.289 1.945  -0.601
O -0.190 -1.546 -0.233  0.144
O -5.086 0.232 1.441  -0.652
O 0.534 -0.696 5.421  -0.412
O -3.573 3.251 -0.698  -0.532
O -3.865 -2.336 1.759  -0.533
C 4.220 -3.907 -0.485  0.892
C -1.927 0.725 3.637  0.415
C -4.179 3.843 0.452  0.336
C 2.967 3.380 1.150  0.078
C 5.213 3.633 -2.019  -0.527
C 4.911 -5.211 -0.856  -1.263
C -0.974 0.560 0.128  0.887
C 3.089 2.102 2.022  -0.762
C -2.692 1.339 4.834  -0.656
C -5.588 4.309 0.148  -1.234
C 5.039 2.100 -1.952  -0.232
C 1.731 -1.419 5.538  -0.182
C 2.744 -0.646 4.832  -0.910
C 2.981 -0.840 -2.819  -0.772
C 2.094 -1.928 -3.309  1.239
C 0.309 -0.308 0.279  -0.167
H 1.447 -2.373 5.092  0.329
H -0.098 4.197 1.829  0.322
H 2.389 4.592 2.641  0.240
H 4.018 -1.059 -3.074  0.429
H -1.149 1.454 3.410  0.069
H 2.945 0.300 5.335  0.223
H 2.010 -1.630 6.570  0.254
H 1.126 -1.796 -2.825  -1.144
H -3.543 4.704 0.660  0.255
H 5.028 1.769 -0.913  0.154
H -0.486 -5.409 -3.273  0.394
H -1.186 2.012 -5.710  0.381
H -0.760 3.791 0.530  0.432
H -4.590 -2.942 1.606  0.292
H 2.826 -2.367 -5.082  0.343
H -1.957 -0.456 -3.305  0.282
H -0.148 2.837 -3.679  0.347
H 1.803 1.965 6.410  0.315
H 4.245 -5.810 -1.476  0.377
H -3.833 0.833 -2.562  0.281
H -0.404 3.023 -1.579  0.253
H -4.123 -1.037 -1.586  0.265
H -0.833 4.257 -5.594  0.265
H -5.170 0.530 0.535  0.250
H -0.832 -1.842 0.416  -0.267
H -2.085 1.505 5.724  0.390
H -2.226 -2.692 2.295  0.295
H -4.176 -2.206 -0.626  0.177
H -3.018 2.354 4.608  0.272
H 3.309 -4.037 0.100  0.002
H 6.293 4.045 -0.551  0.337
H 3.428 2.424 3.008  0.378
H 2.381 -2.958 -3.100  0.469
H -0.245 4.527 -1.507  0.159
H -2.629 -5.434 -0.228  0.408
H -0.743 -1.651 -2.180  0.125
H 2.757 0.177 -3.138  -0.051
H 1.254 2.265 -3.649  0.200
H 4.117 1.875 -2.488  -0.104
H 1.123 0.180 -0.258  0.281
H 5.019 3.975 -3.035  0.381
H -1.851 -2.986 3.732  0.286
H -1.317 -3.831 -1.848  0.540
H 5.761 -5.110 -1.530  0.407
H -4.246 -1.468 1.633  0.260
H -1.737 0.065 0.729  -0.162
H 3.744 1.371 1.549  0.400
H 3.897 3.918 0.968  0.134
H 5.174 -5.805 0.020  0.286
H 5.862 -2.965 -0.161  0.323
H -4.292 1.538 -1.304  0.482
H -0.813 -4.230 1.599  0.350
H -1.295 0.730 -0.900  -0.167
H -6.248 3.443 0.194  0.248
H -4.158 0.764 6.002  0.292
H -2.516 0.789 2.722  -0.087
H 2.448 -6.202 1.947  0.260
H 0.773 1.241 5.569  0.346
H 5.789 1.629 -2.588  0.385
H 2.604 3.127 0.153  0.023
H -2.220 -1.963 -2.291  0.240
H -1.124 6.971 0.504  0.304
H 0.403 -5.102 1.367  0.289
H -5.632 4.713 -0.863  0.294
H 2.893 -4.807 2.330  0.271
H -2.750 3.722 -0.848  0.257
H -2.287 0.355 -4.540  0.362
H -5.571 0.880 1.953  0.272
H -0.430 -4.857 -4.681  0.450
H -1.632 -0.311 3.804  -0.087
H -0.840 1.502 0.660  -0.440
H -0.911 -2.857 -4.192  0.404
H 3.650 -1.250 4.881  0.426
H 4.484 4.149 -1.395  0.189
H -0.158 -1.356 5.505  0.226
H 3.828 -3.338 -1.329  -0.476
H 2.925 -0.890 -1.731  0.299
H -3.859 -6.309 -0.348  0.280
H -4.104 3.149 1.288  -0.035
H -0.965 5.713 1.331  0.496
H 2.167 1.524 2.082  -0.066
H -0.875 -4.837 -0.806  0.300
H -5.945 5.018 0.896  0.378
H 2.525 -0.453 3.782  0.049
H 0.551 -0.427 1.335  0.069
H -2.075 1.298 -6.706  0.270
H -1.991 3.873 -4.697  0.295
H 0.443 -2.673 -4.842  0.343

no.,F_max (eV/Å)
1,4.3
2,4.4
3,4.3
4,0.3
5,3.0